No. 1
This record from the Open Molecules 2025 dataset describes C6H10N3O as an isolated structure in a non-equilibrium geometry. The level of theory is ωB97M-V/def2-TZVPD.

As for the net charge: +1. Its spin multiplicity is 1. Its maximum force is 4.11 eV Å⁻¹. Its electronic energy is -12890.1725 eV.

The geometry in XYZ format:
```
20
C6H10N3O, DFT ωB97M-V/def2-TZVPD
C -2.941 1.332 0.775
C -1.423 0.129 -0.108
C -2.719 -0.532 -0.303
C 1.152 -0.747 -0.858
C -0.115 -0.186 -0.435
C 1.645 1.778 -0.033
N -1.696 1.301 0.509
N -2.980 -1.613 -0.828
N 0.972 0.701 -0.812
O -3.630 0.309 0.208
H -3.448 2.199 1.164
H 1.700 -1.147 -0.129
H 1.397 -1.118 -1.846
H -1.767 -1.198 1.476
H 0.994 2.579 0.171
H 1.925 1.362 0.860
H 2.470 2.272 -0.507
H -1.781 -1.063 2.254
H -3.963 -1.880 -0.899
H 0.763 1.050 -1.840
```



No. 2
This record from the Open Molecules 2025 dataset describes one molecule with the formula C6H10N4O in a non-equilibrium geometry. The level of theory is ωB97M-V/def2-TZVPD.

Its spin multiplicity is 1. Its maximum force is 5.52 eV Å⁻¹. Its electronic energy is -14384.8750 eV.

The geometry in XYZ format:
```
21
C6H10N4O, DFT ωB97M-V/def2-TZVPD
C 1.762 -2.089 0.579
C 2.173 -0.914 0.041
C 0.961 -0.119 -0.082
C 0.883 1.243 -0.781
C -0.326 1.153 -1.617
C -3.458 -1.013 0.070
N 0.439 -2.028 0.841
N -0.027 -0.847 0.415
N -1.274 -0.464 0.415
N 3.424 -0.576 -0.415
O -2.164 -1.487 0.427
H 2.383 -2.983 0.713
H 0.643 2.112 -0.118
H 1.830 1.417 -1.477
H -0.986 1.929 -1.501
H -0.666 0.366 -2.201
H -3.335 -0.278 -0.752
H -3.883 -0.428 0.946
H -4.063 -1.910 -0.039
H 4.247 -1.108 0.072
H 3.562 0.477 -0.513
```



No. 3
This record from the Open Molecules 2025 dataset describes one molecule with the formula C6H10N4O2 in a non-equilibrium geometry. The level of theory is ωB97M-V/def2-TZVPD.

Its spin multiplicity is 1. Its maximum force is 4.26 eV Å⁻¹. Its electronic energy is -16431.1152 eV.

The geometry in XYZ format:
```
22
C6H10N4O2, DFT ωB97M-V/def2-TZVPD
C -1.151 -2.061 -0.140
C -2.539 -0.322 -0.547
C -0.072 -0.017 -0.444
C 1.173 -2.059 0.495
C 2.129 0.878 0.236
C 0.447 2.395 -0.726
N -2.286 -1.549 -0.248
N 0.079 -1.313 -0.146
N 0.763 1.008 -0.256
N -3.278 0.554 0.239
O -4.341 0.045 0.441
O -2.930 1.665 0.558
H -0.878 -3.066 0.180
H 1.370 -2.938 -0.237
H 2.015 -1.458 0.480
H 0.833 -2.587 1.400
H 2.060 0.273 1.108
H 2.813 0.397 -0.495
H 2.515 1.892 0.595
H -0.249 2.424 -1.538
H 0.107 3.075 0.129
H 1.421 2.765 -1.085
```



No. 4
This record from the Open Molecules 2025 dataset describes a 2-piece molecular cluster, C6H10N4S overall in a non-equilibrium geometry. The level of theory is ωB97M-V/def2-TZVPD.

Its spin multiplicity is 1. Its maximum force is 5.22 eV Å⁻¹. Its electronic energy is -23174.6235 eV.

The geometry in XYZ format:
```
21
C6H10N4S, DFT ωB97M-V/def2-TZVPD
C -1.612 1.601 0.589
C -1.107 -0.729 0.854
C -2.092 0.294 0.756
C 0.463 0.797 0.501
C -3.541 0.035 0.736
C 3.389 -1.399 0.877
N -0.275 1.833 0.421
N 0.175 -0.471 0.790
N 2.578 0.938 -1.306
N 2.601 1.267 0.075
S 3.534 0.375 1.056
H -2.102 2.574 0.582
H -1.486 -1.785 0.995
H -3.898 -0.264 -0.249
H -3.825 -0.781 1.447
H -4.232 0.921 0.775
H 2.500 -1.921 1.450
H 4.233 -1.922 1.073
H 3.134 -1.679 -0.134
H 3.528 0.834 -1.654
H 2.171 1.660 -1.873
```



No. 5
This record from the Open Molecules 2025 dataset describes an isolated ion of composition C6H10N4S2 and charge +2 in a non-equilibrium geometry. The level of theory is ωB97M-V/def2-TZVPD.

As for the net charge: +2. As for the structure (SMILES): C[C@@]12CNC(=[NH2+])[NH+]=C1NC(=S)S2. Its spin multiplicity is 1. Its maximum force is 5.42 eV Å⁻¹. Its electronic energy is -33996.9867 eV.

The geometry in XYZ format:
```
22
C6H10N4S2, DFT ωB97M-V/def2-TZVPD
C -0.624 0.827 -0.022
C 1.660 0.592 0.274
C -2.956 0.339 0.041
C 0.329 -1.298 1.017
C -0.637 -0.916 -0.082
C -0.435 -1.296 -1.473
N 1.595 -0.620 0.685
N -1.836 1.302 0.023
N 0.553 1.453 0.103
N 2.837 1.220 0.245
S -4.427 0.765 -0.393
S -2.313 -1.257 0.324
H -0.104 -0.906 2.054
H 0.153 -2.417 1.079
H -0.657 -2.308 -1.499
H 0.536 -1.266 -1.865
H -1.058 -0.814 -2.236
H 2.474 -1.122 0.762
H -2.205 2.245 0.326
H 0.557 2.425 0.240
H 3.740 0.823 0.228
H 2.821 2.231 0.171
```



No. 6
This record from the Open Molecules 2025 dataset describes an isolated ion of composition C6H10N5 and charge +1 in a non-equilibrium geometry. The level of theory is ωB97M-V/def2-TZVPD.

As for the net charge: +1. As for the structure (SMILES): [H]/N=C1/CNc2n(cc[n+]2N)C1. Its spin multiplicity is 1. Its maximum force is 6.07 eV Å⁻¹. Its electronic energy is -13826.8076 eV.

The geometry in XYZ format:
```
21
C6H10N5, DFT ωB97M-V/def2-TZVPD
C 1.099 -1.770 -0.035
C 2.237 -1.078 0.184
C -2.170 -0.004 0.125
C 0.439 0.364 -0.149
C -1.719 1.313 -0.470
C -1.365 -1.198 -0.385
N -0.276 1.453 -0.308
N -3.091 0.005 0.962
N 0.042 -0.888 -0.220
N 2.008 0.269 0.106
N 2.724 1.381 0.427
H 0.951 -2.829 -0.078
H 3.220 -1.456 0.384
H -1.974 1.340 -1.538
H -2.231 2.129 0.039
H -1.615 -2.113 0.157
H -1.590 -1.352 -1.448
H -3.403 -0.874 1.361
H 3.426 1.619 -0.269
H 3.141 1.330 1.352
H 0.146 2.361 -0.197
```



No. 7
This record from the Open Molecules 2025 dataset describes an isolated ion of composition C6H10NO and charge +1 in a non-equilibrium geometry. The level of theory is ωB97M-V/def2-TZVPD.

As for the net charge: +1. Its spin multiplicity is 1. Its maximum force is 4.78 eV Å⁻¹. Its electronic energy is -9908.6758 eV.

The geometry in XYZ format:
```
18
C6H10NO, DFT ωB97M-V/def2-TZVPD
C 2.199 -2.316 -0.012
C 1.152 -2.790 -0.654
C -1.621 0.938 -0.910
C -0.122 -2.262 -0.541
C -1.245 0.077 0.157
C -0.546 2.387 0.920
N -0.460 1.273 0.000
O -0.275 -1.059 -0.114
H 3.171 -2.783 0.102
H 2.054 -1.473 0.676
H 1.169 -3.575 -1.335
H -1.347 0.868 -1.993
H -2.554 1.404 -0.635
H -1.032 -2.917 -0.733
H -1.692 2.393 1.159
H 0.249 2.292 1.683
H -0.304 3.364 0.483
H 0.589 1.271 -0.423
```



No. 8
This record from the Open Molecules 2025 dataset describes an isolated ion of composition C6H10NO and charge +1 in a non-equilibrium geometry. The level of theory is ωB97M-V/def2-TZVPD.

As for the net charge: +1. As for the structure (SMILES): C[N@@H+]1CC=C[C@@]12CO2. Its spin multiplicity is 1. Its maximum force is 3.86 eV Å⁻¹. Its electronic energy is -9911.9772 eV.

The geometry in XYZ format:
```
18
C6H10NO, DFT ωB97M-V/def2-TZVPD
C -1.049 -1.627 0.275
C 0.254 -1.678 0.255
C -1.585 -0.373 -0.102
C 2.095 -0.076 -0.661
C 0.850 -0.394 -0.010
C -0.299 1.812 0.560
N -0.395 0.563 -0.277
O 1.878 0.167 0.705
H -1.647 -2.518 0.389
H 0.827 -2.491 0.321
H -2.162 -0.611 -0.999
H -2.335 -0.048 0.719
H 2.859 -0.778 -0.794
H 1.906 0.614 -1.491
H -0.488 1.544 1.560
H 0.744 2.265 0.560
H -0.973 2.729 0.240
H -0.480 0.899 -1.251
```



No. 9
This record from the Open Molecules 2025 dataset describes an isolated ion of composition C6H10NO and charge +1 in a non-equilibrium geometry. The level of theory is ωB97M-V/def2-TZVPD.

As for the net charge: +1. As for the structure (SMILES): C#C[C@]1(O)C[N@H+](C)C1. Its spin multiplicity is 1. Its maximum force is 4.71 eV Å⁻¹. Its electronic energy is -9910.6623 eV.

The geometry in XYZ format:
```
18
C6H10NO, DFT ωB97M-V/def2-TZVPD
C 3.368 1.163 0.145
C 2.344 0.584 -0.129
C 0.301 -0.370 1.199
C 0.140 -0.236 -1.078
C 1.330 -0.435 0.018
C -2.076 0.383 -0.029
N -0.851 -0.386 0.064
O 1.895 -1.742 0.000
H 4.200 1.705 -0.097
H 0.295 -1.208 1.900
H 0.275 0.489 1.723
H 0.209 0.768 -1.480
H 0.037 -1.083 -1.916
H -2.285 0.322 -1.089
H -2.860 -0.344 0.393
H -2.186 1.360 0.346
H -0.981 -1.396 0.144
H 2.835 -1.699 -0.431
```



No. 10
This record from the Open Molecules 2025 dataset describes an isolated ion of composition C6H10NO and charge +1 in a non-equilibrium geometry. The level of theory is ωB97M-V/def2-TZVPD.

As for the net charge: +1. Its spin multiplicity is 1. Its maximum force is 4.98 eV Å⁻¹. Its electronic energy is -9908.3620 eV.

The geometry in XYZ format:
```
18
C6H10NO, DFT ωB97M-V/def2-TZVPD
C -1.551 0.263 -1.125
C 1.215 0.883 -0.045
C -0.143 0.984 0.630
C -1.413 -1.087 0.713
C 1.990 -0.428 -0.036
C 1.430 -1.660 0.231
N -1.146 0.007 0.130
O 2.198 -1.193 1.152
H -2.131 -0.464 -1.603
H -1.412 1.245 -1.420
H 1.054 1.077 -1.064
H 1.757 1.699 0.460
H -0.047 0.743 1.812
H -0.562 2.004 0.702
H -1.974 -1.795 0.189
H -1.417 -1.306 1.737
H 2.792 -0.384 -0.747
H 0.348 -1.924 0.493
```



Q: Which energy above the lowest of the compared OMol25 structures with the same formula, charge and spin values were calculated for the entries above? A: 624.2; 651.3; 801.5; 531.3; 48.2; 117.3; 551.7; 233.1; 360.0; 581.9, in kJ/mol.